[1]
An isolated molecule of C3H2INOS in a non-equilibrium geometry. Source: OMol25; level of theory: ωB97M-V/def2-TZVPD.

**Total charge**: 0
**Calculated total energy**: -25615.8895 eV
**Energy above the lowest of the compared OMol25 structures with the same formula, charge and spin**: 0.5264 eV
**HOMO-LUMO gap**: 8.8 eV

Geometry (Å):
O 1.19 2.58 -0.12
C 0.79 1.46 -0.05
N -0.58 1.12 0.07
S -0.92 -0.53 0.04
C 0.71 -0.94 -0.05
C 1.56 0.10 -0.09
I 3.62 -0.16 0.04
H -1.13 1.75 -0.36
H 1.11 -1.88 -0.09

=====

[2]
A structure of composition C3H2InO2 in a non-equilibrium geometry. Source: OMol25; level of theory: ωB97M-V/def2-TZVPD.

**Total charge**: +1
**Calculated total energy**: -12399.2606 eV
**Energy above the lowest of the compared OMol25 structures with the same formula, charge and spin**: 3.4392 eV
**HOMO-LUMO gap**: 7.5 eV

Geometry (Å):
H 0.60 0.49 1.10
O -0.07 0.85 -0.86
O -0.69 -1.19 -0.79
C 0.89 0.12 -0.05
C 0.52 -1.28 -0.23
C -1.11 0.13 -1.05
H 1.91 0.36 -0.38
In -2.05 0.53 2.27

=====

[3]
A structure of composition C3H2LiO3Pt in a non-equilibrium geometry. Source: OMol25; level of theory: ωB97M-V/def2-TZVPD.

**Total charge**: +2
**Calculated total energy**: -12714.3094 eV
**HOMO-LUMO gap (alpha / beta)**: 8.1 / 3.9 eV
**2S+1**: 4

Geometry (Å):
C -1.85 -1.26 -0.75
C -1.44 -1.02 -1.98
O -1.07 -0.81 -3.06
H -2.50 -0.53 -0.26
H -1.63 -2.23 -0.30
O 1.15 0.26 0.43
C 0.35 -0.15 1.17
O -0.39 -0.64 1.90
Pt -1.51 -1.28 3.37
Li 2.70 0.97 -0.61

=====

[4]
A structure of composition C3H2LiO3Tb in a non-equilibrium geometry. Source: OMol25; level of theory: ωB97M-V/def2-TZVPD.

**Total charge**: +2
**Calculated total energy**: -31903.6908 eV
**Energy above the lowest of the compared OMol25 structures with the same formula, charge and spin**: 2.4296 eV
**HOMO-LUMO gap (alpha / beta)**: 9.1 / 5.9 eV
**2S+1**: 7

Geometry (Å):
C 1.11 -3.64 2.35
C 0.07 -2.78 2.50
O -0.43 -1.79 2.20
H 1.76 -3.76 3.21
H 0.92 -4.50 1.72
O 1.99 -2.32 -0.15
C 2.31 -2.38 0.98
O 2.92 -1.30 1.49
Li 2.19 0.16 2.47
Tb 0.61 -0.46 0.62